{
  "formula": "C35H64NO15PS",
  "method": "the ωB97M-V functional and the def2-TZVPD basis",
  "orbital_gap_ev": 8.1,
  "homo_energy_ev": -7.8,
  "energy_ev": -89646.8571,
  "spin_multiplicity": 1,
  "molar_mass_g_mol": 801.93,
  "smiles": "O=C1O[C@H]([PH2]=S)[C@@H](CCCCCCCCCCCCn2cccc2)O1.CCOC(=O)OC.CCOC(=O)OC.CCOC(=O)OC.CCOC(=O)OC",
  "symbols": ["H", "C", "H", "H", "C", "C", "H", "H", "O", "O", "H", "H", "H", "H", "C", "O", "H", "O", "C", "C", "H", "H", "H", "C", "O", "H", "H", "H", "H", "H", "H", "H", "H", "H", "O", "C", "H", "C", "O", "H", "H", "C", "H", "C", "H", "C", "C", "P", "H", "C", "H", "H", "C", "S", "C", "H", "C", "H", "C", "H", "C", "H", "C", "C", "C", "C", "H", "C", "H", "H", "H", "O", "H", "O", "H", "H", "O", "H", "H", "O", "O", "O", "H", "C", "C", "H", "C", "C", "H", "H", "H", "C", "C", "H", "O", "H", "H", "C", "H", "O", "H", "H", "H", "C", "N", "H", "H", "C", "H", "C", "C", "H", "H", "H", "H", "H", "H"],
  "coordinates": [[-11.36444, -8.06688, 2.16284], [6.62232, -1.09196, -5.21550], [-1.91900, 1.16014, -0.13103], [4.00043, -0.55358, -9.33310], [-3.97782, -2.94329, -1.43755], [2.17103, -2.42239, 0.69560], [1.88850, 0.38875, -0.07896], [-4.64605, -6.43808, 0.32736], [5.82643, -1.24645, -8.64359], [5.35872, 0.38941, -7.10391], [3.57912, 0.70551, -0.85873], [-1.75171, -0.15806, 1.70666], [0.61019, 7.11986, 5.36484], [5.55704, 3.58002, 1.24712], [-5.40256, -6.78600, 1.03642], [-8.57336, -8.04759, 0.25658], [-1.41354, 0.34086, 4.06635], [-4.05528, -1.61415, -1.17711], [-0.22278, 6.41064, 5.35069], [-0.80404, 4.47746, -1.16794], [5.40982, -1.03278, -3.42508], [-5.35619, -6.16666, -3.42085], [5.53744, 2.06243, -1.38478], [-1.51528, 2.84368, 2.53257], [6.52352, -1.52058, -6.57882], [-9.38775, -9.50705, 1.50924], [-3.25116, -1.75310, 0.74705], [0.16845, 5.42181, 5.09518], [-9.84652, -7.24375, 2.56016], [4.51823, -0.64934, -4.90750], [-3.07830, 11.58536, 3.47407], [8.00214, 2.69309, -2.75953], [-3.89974, 9.48772, 4.62894], [-2.39341, 2.07445, 2.62596], [7.41270, -1.85204, -0.00628], [6.93382, -0.62281, 0.20134], [4.53370, -0.25947, 1.76079], [-7.50259, -7.79593, 1.05102], [-7.42093, -8.03534, 2.24461], [6.97165, -0.05426, -5.16054], [-1.40199, 2.52186, -2.65173], [-2.48182, 10.66911, 3.47168], [3.32741, 2.43350, 2.43704], [-4.02386, -4.47259, -3.23562], [7.95415, 0.30934, -2.81606], [-9.70059, -8.64571, 0.90752], [3.62456, 0.40489, 1.43959], [7.96890, 1.49451, -1.94751], [-5.66909, -5.95390, 1.69491], [3.09049, -1.55563, -0.39785], [5.80033, 2.52788, 2.79180], [5.19806, -0.97369, -10.57424], [-1.56132, 2.28837, -0.10545], [9.62413, 1.36269, -0.91201], [5.30425, -1.28224, -4.48430], [2.74762, 0.18255, 2.21782], [-0.17190, -1.80701, 1.97486], [2.54058, -2.26808, 1.79869], [-1.83216, 7.93309, 4.62798], [-1.93868, 10.59873, 2.52386], [0.55693, -2.14374, 0.53234], [-1.09360, -2.53229, 2.09924], [3.89751, 2.02104, 1.47255], [3.00715, 0.04695, -0.04515], [-10.45964, -7.62441, 1.73756], [-5.35797, -5.15903, -2.99658], [7.52004, 2.24583, 0.86110], [5.06194, -0.50790, -9.59412], [-4.02948, -0.21706, 0.32093], [-10.73800, -6.76107, 1.12482], [0.65974, 2.19156, 2.32250], [-3.88534, -3.82960, -0.60416], [2.65127, -1.67765, -1.49747], [-4.05292, -3.11428, -2.78148], [-5.04465, -1.63740, 0.64233], [-0.53343, 5.48232, 1.11355], [-2.61122, 8.23891, 3.56001], [7.38915, -1.71531, -4.74285], [-1.80406, 3.79114, 3.15714], [-6.54682, -7.20135, 0.29376], [7.05486, 0.29183, 1.36832], [-1.16240, 6.78741, 4.34643], [4.19449, -1.93700, -0.32185], [6.53998, 1.56960, 0.78455], [5.86122, -0.67891, -7.41187], [-4.97894, -7.61459, 1.61258], [-0.59147, -0.22252, 1.97008], [-4.09484, -1.30354, 0.21406], [4.95993, -2.31737, -4.57508], [5.40024, 0.53113, -9.65695], [-0.69537, 6.34964, 6.33604], [-3.36708, 9.45067, 3.67147], [5.46741, 2.45940, 1.64730], [-1.72929, 10.74946, 4.26207], [-1.72814, 8.58711, 5.65272], [-10.35683, -9.02629, 0.11726], [-6.17294, -4.58321, -3.44663], [-0.16430, 2.14582, 3.17035], [0.15993, 2.68253, 4.16367], [6.11230, -0.06906, -0.88891], [-3.19605, -5.01901, -2.76870], [3.35538, 2.50112, 0.54871], [0.30138, -1.33912, -0.31136], [-0.83018, 4.52389, 0.47090], [-1.30747, 3.20921, 1.07927], [-4.12577, 9.42386, 2.88174], [0.49960, 0.14921, 4.04788], [-0.43257, 0.52391, 3.44427], [0.02719, 0.35336, 1.13854], [-1.28240, 2.96260, -1.57382], [6.37102, 1.40809, -0.83801], [-0.51532, 5.34197, -1.90327], [-3.82287, -4.44187, -4.31203], [0.59542, -2.04561, 2.85049], [0.05652, -3.15312, 0.13845], [-5.57980, -5.23884, -1.92799], [2.34872, -3.55573, 0.42771]],
  "forces_ev_per_a": [[0.079, 0.016, -0.099], [-0.141, 0.086, 0.665], [0.804, 2.813, 0.917], [0.167, 0.165, 0.012], [-0.216, -0.375, -0.023], [0.187, -0.378, -1.286], [2.043, -0.566, 0.093], [-0.364, -0.054, -0.052], [0.192, 0.388, 1.024], [0.748, -1.336, -0.445], [-1.176, -1.585, 1.651], [2.562, -0.026, 0.298], [-0.183, -0.049, 0.143], [0.034, -2.473, 0.717], [0.607, 0.187, 0.196], [1.010, 0.093, 0.363], [2.002, 0.442, -1.057], [0.174, -0.993, -0.315], [0.362, -0.216, 0.368], [-1.259, -3.753, 3.904], [0.051, -0.094, -0.046], [0.021, 0.125, 0.006], [1.379, -1.733, 1.598], [0.363, -0.220, 0.752], [-0.285, 0.644, -0.897], [0.112, 0.270, -0.047], [-0.212, -0.085, -0.113], [-0.228, 0.204, -0.205], [-0.065, -0.195, -0.094], [0.199, 0.014, 0.051], [0.018, -0.127, -0.037], [-0.707, -0.821, 0.261], [0.273, -0.092, -0.083], [1.591, 1.572, -0.446], [-3.098, 8.358, 2.290], [1.457, -5.450, -1.324], [-1.616, 1.371, -0.819], [-0.140, 0.103, 0.413], [-0.067, 0.234, -1.623], [-0.178, -0.102, -0.210], [0.193, 0.780, 2.628], [0.343, 0.004, 0.120], [1.237, -0.670, -2.139], [-0.148, -0.721, -0.207], [-0.844, 1.294, 0.467], [-0.563, -0.159, 0.374], [-1.460, 0.257, -0.154], [1.335, -0.360, 0.791], [0.060, -0.218, 0.010], [-0.771, 0.595, 0.631], [-0.687, -0.562, -2.617], [0.136, -0.113, 0.348], [0.729, 1.991, -3.369], [-0.423, 0.179, -0.015], [-0.313, 0.089, -0.146], [1.968, 0.378, -1.558], [0.436, 0.197, -0.575], [-0.723, -0.091, -2.191], [-0.018, 0.600, 0.173], [-0.215, 0.019, 0.023], [-0.486, -1.180, -0.045], [1.757, 1.659, -0.115], [-0.438, -0.124, 1.547], [0.630, -0.301, 0.000], [0.166, 0.261, 0.181], [-0.173, 0.078, 0.293], [-1.893, -1.337, -0.106], [-0.255, 0.238, -0.455], [-0.041, -0.173, -0.326], [-0.070, -0.200, -0.025], [-1.466, 0.140, 1.994], [-0.005, 1.157, -0.999], [1.039, -0.061, 2.372], [0.275, 0.448, 1.130], [0.217, -0.068, 0.019], [-0.901, -2.642, -1.329], [0.598, -0.630, 0.839], [-0.083, -0.022, -0.394], [0.545, -1.654, -1.496], [-0.886, -0.610, 0.446], [-1.991, -1.582, -5.351], [-0.621, 0.719, 0.088], [-2.067, 0.783, -0.360], [2.938, 3.895, 0.190], [-0.286, 0.145, 0.276], [-0.231, 0.162, -0.006], [-0.604, -0.206, 0.856], [-0.009, 0.188, 0.479], [0.188, 0.076, 0.118], [-0.138, -0.181, 0.159], [0.090, 0.178, -0.194], [-0.276, 0.704, 0.028], [-0.642, 0.234, -0.548], [-0.221, -0.024, -0.027], [-0.169, -1.014, -1.353], [0.378, 0.161, -0.071], [0.159, -0.100, -0.097], [-0.541, -0.880, -0.433], [-0.541, -1.002, -2.043], [2.070, 0.913, 2.538], [-0.184, 0.202, 0.095], [1.349, -0.812, 1.685], [0.684, -1.545, 2.017], [-0.457, -1.170, -3.248], [0.262, 0.829, -5.560], [0.260, -0.326, 0.091], [-1.821, 0.400, -1.211], [0.364, 0.769, -0.724], [-1.299, -1.196, 1.870], [0.544, 2.545, 6.211], [-1.285, -1.052, 0.306], [-0.590, -1.848, 1.898], [0.015, 0.342, 0.252], [-1.660, 0.571, -1.824], [1.173, 2.154, 0.745], [0.126, -0.063, -0.154], [-0.271, 2.199, 0.678]],
  "mulliken_charge": [0.35, -0.32, 0.28, 0.29, 0.73, -0.63, 0.28, 0.15, -0.34, -0.56, 0.19, -0.19, 0.31, 0.31, -0.64, -0.34, 0.36, -0.34, -0.55, -0.45, -0.06, 0.36, 0.49, -0.51, -0.35, 0.30, 0.07, 0.05, 0.31, 0.34, 0.36, 0.14, 0.30, 0.28, -0.58, 0.41, 0.38, 0.70, -0.56, 0.31, 0.30, -1.10, 0.16, -0.18, 0.07, -0.16, -0.17, 0.13, 0.31, -0.74, 0.35, 0.22, -0.14, -0.38, -0.57, 0.05, -0.70, 0.29, 0.67, 0.29, -0.51, 0.26, -0.54, -0.46, -1.09, -0.92, 0.47, -0.62, 0.17, 0.29, -0.16, -0.55, 0.26, -0.35, 0.40, 0.28, -0.33, 0.35, 0.14, -0.27, -0.30, -0.21, 0.15, -0.06, 0.71, 0.35, 0.97, -0.40, 0.33, 0.29, 0.35, -0.17, -1.01, 0.31, -0.56, 0.28, 0.30, 0.19, 0.29, -0.11, 0.29, 0.39, 0.32, -0.24, 0.21, 0.29, 0.39, -1.11, -0.48, -0.65, -0.09, 0.29, 0.29, 0.37, 0.31, 0.16, 0.38]
}